Record 1
The following is a DFT calculation (ωB97M-V with the def2-TZVPD basis set) of C35H52AsOP3Sm as an isolated structure at a distorted geometry.

ORCA input file:
```
! RIJCOSX wB97M-V def2-TZVPD def2/J DEFGRID3
* xyz 3 6
Sm 0.359 0.523 -0.788
As 0.241 0.018 2.301
P -0.188 -2.306 -0.821
P 0.630 3.353 -0.672
P -2.085 0.453 -2.057
O 1.108 0.181 -2.869
C -2.029 0.398 -3.886
C 1.044 0.829 -5.282
C -0.402 -3.271 -2.359
C 2.687 1.717 -3.715
C 3.090 0.567 6.057
C -0.825 2.518 3.538
C 1.703 0.571 6.244
C 1.135 -3.228 0.029
C -3.102 3.290 3.196
C -3.424 -0.745 -1.738
C 1.641 0.867 -4.021
C 1.396 0.345 3.855
C -3.328 2.260 2.273
C 2.786 0.349 3.653
C -1.615 -2.888 0.177
C -2.492 -2.580 4.334
C 0.984 4.603 -1.966
C -1.069 1.445 2.670
C -2.305 1.347 1.998
C 3.625 0.451 4.766
C 3.152 2.623 -4.672
C -0.685 4.149 0.331
C -2.916 2.038 -1.681
C 3.870 -0.822 0.031
C 2.002 3.576 0.543
C 1.541 1.744 -6.234
C -0.348 -3.705 4.212
C 0.846 0.437 5.143
C 2.569 2.646 -5.934
C -1.963 -1.480 3.643
C 0.192 -2.621 3.513
C -1.861 3.417 3.826
C 4.162 -1.212 -1.219
C -0.635 -1.525 3.198
C -1.692 -3.694 4.603
H -1.719 -3.975 0.054
H -1.679 3.874 -0.052
H 2.939 3.336 -6.697
H -1.484 1.270 -4.262
H 4.114 0.187 0.368
H 0.114 0.266 -5.458
H -3.078 2.155 -0.600
H 0.115 4.696 -2.638
H -0.245 0.413 5.292
H 0.144 2.616 4.031
H -0.542 5.240 0.276
H -2.126 -4.550 5.123
H 3.074 1.730 -2.701
H 1.077 1.774 -7.223
H 4.767 -0.580 -1.872
H -0.585 -4.327 -2.110
H 2.308 4.633 0.522
H 2.114 -2.789 -0.199
H 1.262 -2.616 3.273
H -1.428 -2.648 1.231
H -3.908 3.986 3.432
H 4.706 0.446 4.625
H -1.249 -2.891 -2.944
H 3.408 -1.464 0.774
H 0.356 -0.433 -3.084
H -0.606 3.808 1.376
H 3.746 0.670 6.925
H -3.116 -1.757 -2.035
H 0.981 -3.193 1.114
H 1.657 3.312 1.554
H -4.306 -0.446 -2.318
H -2.567 -0.581 3.493
H -1.692 4.211 4.557
H -3.534 -2.536 4.658
H 1.103 -4.275 -0.298
H -3.897 2.021 -2.175
H 0.505 -3.202 -2.973
H -3.688 -0.726 -0.671
H -1.519 -0.517 -4.215
H 3.201 0.275 2.645
H 1.855 4.278 -2.551
H 0.281 -4.564 4.447
H -2.549 -2.404 -0.123
H -3.033 0.406 -4.332
H 1.223 5.587 -1.533
H 3.975 3.295 -4.453
H 3.771 -2.126 -1.679
H -4.300 2.153 1.774
H -2.501 0.514 1.306
H -2.323 2.890 -2.044
H 1.263 0.674 7.239
H 2.860 2.935 0.287
*
```

The total energy is -145770.1853 eV. For the gap between HOMO and LUMO (spin up / spin down), the calculation gives 5.51 / 6.74 eV. For the LUMO energy (spin up / spin down), the calculation gives -10.3 / -9.0 eV. For the largest force on an atom, the calculation gives 0.0436 Eh/bohr.

Results of the Löwdin charge analysis, in e, for atoms 1 through 4:
1. Sm 1.119
2. As 1.248
3. P 0.703
4. P 0.701



Record 2
The following is a DFT calculation (ωB97M-V with the def2-TZVPD basis set) of C35H52F5N8OSTi as an isolated structure.

ORCA input file:
```
! RIJCOSX wB97M-V def2-TZVPD def2/J DEFGRID3
* xyz 1 3
Ti 0.534 -1.547 -0.070
S 0.157 0.071 -3.193
F 2.474 -2.610 -2.192
F 3.733 -3.624 0.031
F 3.164 -5.066 -1.478
F 0.730 -3.915 -1.766
F 2.057 -4.964 0.373
O 0.060 -0.887 -2.028
N 0.919 0.270 1.209
N -1.338 4.180 0.553
N -1.520 -2.286 0.182
N 0.277 3.867 -1.096
N -0.780 1.985 -0.245
N 2.141 1.856 2.487
N 1.049 -2.647 1.873
N 3.122 0.746 0.701
C 1.053 2.741 2.861
C 3.164 1.679 3.504
C -3.905 0.175 1.894
C 0.860 -3.298 -5.469
C -0.293 4.187 -2.399
C 2.259 -2.445 2.407
C -2.621 -2.588 0.276
C -2.961 -1.372 -2.955
C 0.571 -0.957 -4.623
C -1.766 1.256 0.425
C -2.368 -0.452 3.706
C -2.335 3.843 1.560
C 3.165 -0.233 -0.374
C -0.684 3.268 -0.229
C 0.251 -3.525 2.485
C -1.509 0.652 -3.546
C -0.167 0.244 2.120
C -3.052 1.262 -0.069
C 2.708 -3.088 3.545
C -1.103 -0.554 4.206
C -4.121 0.705 0.656
C 0.001 -0.230 3.398
C -0.015 -2.365 -4.639
C -1.220 5.617 0.327
C 0.614 -4.213 3.629
C 4.242 1.679 0.713
C 2.673 -4.223 -0.563
C 1.516 3.117 -1.203
C -2.598 -0.315 -3.992
C -4.018 -2.970 0.392
C 1.868 -3.992 4.173
C 2.013 0.927 1.473
C -2.588 0.078 2.411
C 1.732 -3.164 -1.128
C -1.485 0.521 1.631
H 5.143 1.217 1.121
H -4.328 -2.892 1.433
H -3.250 1.803 -0.987
H 4.455 1.995 -0.309
H -3.224 -0.757 4.295
H -2.120 -2.030 -2.744
H -0.077 -4.915 4.074
H 0.332 2.808 2.051
H -2.105 6.006 -0.187
H -0.529 3.284 -2.977
H -4.730 -0.175 2.502
H -2.100 2.914 2.071
H -1.771 1.148 -2.607
H -1.207 4.769 -2.281
H 3.701 2.613 3.688
H -2.334 4.640 2.303
H 1.661 -1.013 -4.572
H -5.126 0.768 0.254
H -0.066 -2.739 -3.618
H -0.717 -3.685 2.032
H 3.790 0.163 -1.173
H 2.203 3.688 -1.829
H 2.707 1.355 4.445
H 2.186 -4.520 5.062
H 3.999 2.560 1.298
H 0.427 -4.297 -5.502
H 2.898 -1.738 1.894
H -3.341 3.765 1.142
H 3.882 0.922 3.196
H 3.703 -2.889 3.918
H 1.463 3.739 3.035
H 0.969 -2.944 -6.496
H 1.382 2.118 -1.633
H 0.419 4.786 -2.966
H -1.029 -2.352 -5.036
H 1.959 3.018 -0.213
H 3.588 -1.191 -0.074
H -2.320 -0.781 -4.938
H -0.937 -0.936 5.205
H 0.537 2.411 3.767
H -1.345 1.435 -4.293
H 1.853 -3.382 -5.026
H 1.002 -0.434 3.756
H -3.250 -0.892 -2.016
H -4.146 -3.995 0.047
H 0.313 -0.364 -5.505
H -0.334 5.837 -0.255
H 2.194 -0.380 -0.855
H -4.626 -2.300 -0.213
H -1.142 6.121 1.290
H -3.476 0.298 -4.211
H -3.796 -1.978 -3.308
*
```

The total energy is -98640.9743 eV. For the gap between HOMO and LUMO (spin up / spin down), the calculation gives 6.71 / 8.12 eV. For the relative energy (zero: lowest compared OMol25 entry of this formula, charge and spin), the calculation gives 0.0 kJ/mol. For the LUMO energy (spin up / spin down), the calculation gives -1.8 / -1.9 eV. For the largest force on an atom, the calculation gives 0.0055 Eh/bohr.

Results of the Löwdin charge analysis, in e, for atoms 1 through 4:
1. Ti 0.788
2. S 0.995
3. F -0.028
4. F 0.114



Record 3
The following is a DFT calculation (ωB97M-V with the def2-TZVPD basis set) of C35H52LaOP4 as an isolated structure at a distorted geometry.

ORCA input file:
```
! RIJCOSX wB97M-V def2-TZVPD def2/J DEFGRID3
* xyz 3 1
La -0.011 -0.238 -0.586
P 2.434 -0.365 -2.153
P -0.293 2.468 -1.703
P 2.341 0.925 0.984
P -0.643 0.119 2.613
O -1.035 -1.268 -3.650
C -2.363 1.159 4.567
C 1.463 -2.146 6.100
C 0.462 -0.117 5.235
C 0.371 -2.158 3.934
C -1.489 1.482 3.519
C -1.293 2.835 3.168
C -1.167 -1.549 -5.024
C -3.592 -2.783 2.378
C 3.702 0.837 -2.656
C -2.149 -0.967 -5.848
C 1.152 -0.791 6.245
C 0.061 -0.789 4.059
C -1.611 2.230 -3.004
C -2.838 3.500 4.917
C -0.739 -3.294 -6.583
C -2.116 -0.865 2.167
C 1.681 -0.582 -3.800
C 3.365 -1.944 -2.133
C -1.958 3.836 3.881
C -0.185 -2.853 -0.315
C -2.487 -1.669 -7.011
C -1.082 3.854 -0.770
C -4.228 -2.422 1.180
C 1.070 -2.828 4.942
C 3.031 2.491 0.303
C 0.841 3.424 -2.771
C 2.263 1.471 2.736
C -2.827 -0.449 1.016
C -1.879 -2.903 -7.305
C -2.558 -1.984 2.894
C -3.860 -1.244 0.517
C 3.849 -0.108 1.129
C -3.044 2.159 5.261
C -0.299 -2.539 -5.492
C 1.012 -2.708 0.338
H -3.362 4.286 5.460
H 2.111 0.605 3.387
H 0.937 -1.373 -3.714
H 4.474 0.932 -1.887
H -0.262 -3.156 -1.365
H 1.277 -3.895 4.825
H -3.728 1.890 6.068
H -1.553 4.517 -1.507
H 3.210 1.958 2.999
H -0.621 3.089 2.342
H 2.004 -2.677 6.885
H -3.215 -1.235 -7.697
H -5.019 -3.071 0.782
H 0.211 0.934 5.382
H 4.158 0.474 -3.584
H 3.588 -1.022 1.673
H 4.204 -1.879 -1.434
H -1.848 3.500 -0.068
H 3.828 2.825 0.983
H -1.863 -0.988 -3.229
H 2.710 -2.768 -1.829
H 0.657 -2.763 -4.993
H 1.441 -0.256 7.150
H -0.198 -4.205 -6.838
H 1.936 -3.152 -0.022
H -1.272 1.770 -3.948
H 2.241 3.254 0.260
H -1.784 4.886 3.623
H -1.160 -2.786 0.186
H -3.896 -3.688 2.933
H 4.607 0.441 1.702
H 3.248 1.816 -2.847
H 1.186 0.323 -4.171
H -2.598 0.007 -5.625
H -2.097 -2.247 3.854
H 3.442 2.353 -0.703
H 1.436 2.175 2.882
H -4.388 -0.947 -0.389
H 0.262 4.266 -3.168
H 1.114 -2.309 1.352
H 1.188 2.798 -3.597
H -0.353 4.433 -0.191
H 4.259 -0.388 0.154
H -2.512 0.118 4.851
H -2.283 -3.526 -8.112
H 1.710 3.801 -2.229
H 2.449 -0.915 -4.508
H 0.028 -2.711 3.050
H -2.448 1.635 -2.607
H -2.605 0.518 0.546
H -1.936 3.262 -3.198
H 3.737 -2.139 -3.147
*
```

The total energy is -77176.0690 eV. For the gap between HOMO and LUMO, the calculation gives 5.22 eV. For the relative energy (zero: lowest compared OMol25 entry of this formula, charge and spin), the calculation gives 33.4 kJ/mol. For the LUMO energy, the calculation gives -10.1 eV. For the largest force on an atom, the calculation gives 0.0406 Eh/bohr.

Results of the Löwdin charge analysis, in e, for atoms 1 through 4:
1. La 1.466
2. P 0.677
3. P 0.666
4. P 0.670



Record 4
The following is a DFT calculation (ωB97M-V with the def2-TZVPD basis set) of C35H52P3SbSeSn as an isolated structure at a distorted geometry.

ORCA input file:
```
! RIJCOSX wB97M-V def2-TZVPD def2/J DEFGRID3
* xyz 4 1
Sb 2.227 -0.521 2.124
Sn -0.123 0.092 0.158
Se -1.709 0.285 -2.072
P -1.373 -2.265 0.338
P 0.687 2.504 -0.737
P 1.841 -1.068 -1.417
C 6.451 -1.783 1.278
C -0.632 -3.533 1.390
C 1.410 -4.501 5.010
C 1.430 -1.188 -3.209
C -8.766 3.997 0.730
C 4.430 -0.608 1.947
C 2.251 3.164 -0.096
C 6.616 0.378 2.338
C 1.424 3.365 4.167
C -5.702 1.485 -2.180
C 1.334 2.269 3.303
C -4.457 0.941 -2.494
C 0.985 -2.180 4.441
C 5.059 -1.726 1.382
C -3.394 1.015 -1.566
C 2.271 -2.797 -0.980
C 0.750 -3.291 5.259
C -5.901 2.117 -0.943
C 1.895 -2.270 3.382
C 2.532 -3.486 3.118
C 2.892 1.042 4.692
C -0.640 3.612 -0.135
C -1.774 -3.079 -1.246
C 2.102 1.126 3.543
C 2.288 -4.598 3.928
C -3.613 1.630 -0.322
C 2.967 2.131 5.568
C 0.731 2.696 -2.552
C 5.218 0.448 2.409
C 7.237 -0.740 1.763
C 3.437 -0.155 -1.407
C -2.960 -1.787 1.114
C 2.240 3.294 5.304
C -4.854 2.190 -0.022
C -8.735 4.265 2.056
H -2.167 -4.085 -1.042
H 2.099 3.625 0.885
H 0.665 2.313 2.437
H 0.860 4.277 3.955
H 2.591 -2.876 0.069
H 0.576 -1.870 -3.348
H 3.225 -3.591 2.281
H -6.516 1.415 -2.900
H 2.303 4.148 5.983
H 7.223 1.195 2.728
H 1.429 1.977 -3.002
H -2.758 -1.135 1.975
H -4.287 0.452 -3.452
H -0.912 3.340 0.895
H 3.092 -3.140 -1.629
H -8.422 4.737 -0.007
H -3.479 -2.693 1.459
H 2.308 -1.581 -3.750
H 1.402 -3.455 -1.129
H 3.327 0.816 -1.916
H -1.541 3.526 -0.761
H -0.497 -3.171 2.411
H 4.486 -2.576 1.009
H -6.871 2.551 -0.696
H 0.352 -3.823 1.010
H -2.799 1.660 0.406
H -1.272 -4.422 1.407
H -2.521 -2.494 -1.800
H -5.005 2.686 0.940
H 1.061 3.717 -2.792
H -8.366 5.228 2.436
H -0.285 4.653 -0.148
H 2.991 2.363 0.011
H 4.195 -0.756 -1.935
H 8.323 -0.788 1.693
H -9.105 3.540 2.794
H 6.922 -2.658 0.816
H 4.761 1.342 2.843
H 2.644 3.916 -0.791
H -0.271 2.521 -2.973
H 1.235 -5.365 5.654
H 3.473 0.144 4.911
H 1.162 -0.196 -3.606
H -1.057 0.814 1.516
H 3.795 0.020 -0.381
H 0.048 -3.213 6.094
H -0.873 -3.172 -1.872
H 0.453 -1.246 4.639
H -9.174 3.049 0.351
H 3.607 2.064 6.456
H -3.602 -1.239 0.408
H 2.791 -5.546 3.709
*
```

The total energy is -142678.7047 eV. For the gap between HOMO and LUMO (spin up / spin down), the calculation gives 4.14 / 2.14 eV. For the LUMO energy (spin up / spin down), the calculation gives -13.1 / -15.1 eV. For the largest force on an atom, the calculation gives 0.0701 Eh/bohr.

Results of the Löwdin charge analysis, in e, for atoms 1 through 4:
1. Sb 1.468
2. Sn 0.354
3. Se 0.886
4. P 0.710



Record 5
The following is a DFT calculation (ωB97M-V with the def2-TZVPD basis set) of C35H53AsFeNOP2 as an isolated structure at a distorted geometry.

ORCA input file:
```
! RIJCOSX wB97M-V def2-TZVPD def2/J DEFGRID3
* xyz 1 5
As 0.008 0.164 1.260
Fe 0.126 -0.072 -1.599
P 0.071 2.182 -1.758
P 0.071 -2.297 -1.988
O 3.056 -0.080 -1.449
N 0.277 0.034 -3.672
C 1.881 -0.078 -1.481
C 1.903 2.748 0.351
C 1.574 3.101 -1.110
C -4.222 -0.554 1.088
C 0.871 1.257 -4.181
C -4.432 -1.479 2.114
C -1.378 1.638 3.561
C -3.356 -1.923 2.880
C 1.449 -1.081 3.579
C 1.619 -0.533 2.289
C -1.793 -4.512 -2.311
C 1.903 -3.076 0.052
C -2.933 -0.069 0.829
C -1.455 2.526 4.638
C 2.949 -0.399 1.826
C 0.871 -1.130 -4.304
C -0.154 1.410 2.877
C -1.839 -0.501 1.591
C 1.579 -4.767 -1.816
C 0.892 3.006 4.424
C 4.037 -0.829 2.588
C -1.626 -3.434 -0.010
C -1.505 3.052 -1.206
C 0.134 2.464 -3.595
C 2.540 -1.502 4.346
C -1.626 3.110 0.326
C 0.976 2.123 3.345
C 1.574 -3.278 -1.437
C 0.134 -2.391 -3.844
C -2.073 -1.439 2.623
C 3.834 -1.383 3.848
C -0.324 3.209 5.069
C -1.505 -3.220 -1.528
C 1.579 4.620 -1.334
C -1.793 4.417 -1.853
H -1.704 4.386 -2.952
H 1.913 1.660 0.518
H -0.390 3.898 5.902
H 2.589 -5.186 -1.661
H -2.302 1.170 3.281
H 0.599 -3.322 -4.213
H 5.044 -0.721 2.203
H -2.403 2.688 5.135
H 0.795 -1.047 -5.412
H 0.883 -5.342 -1.182
H -1.396 -2.518 0.558
H 0.795 1.288 -5.292
H -5.425 -1.858 2.315
H -1.704 -4.368 -3.401
H -0.943 -4.230 0.333
H 2.589 5.022 -1.137
H 2.901 3.144 0.612
H 3.176 0.031 0.879
H 2.901 -3.498 0.271
H 1.304 -4.936 -2.871
H -2.816 -0.131 -2.014
H -5.057 -0.214 0.495
H 2.381 -1.909 5.336
H 1.173 3.191 1.049
H -0.910 2.464 -3.958
H -2.801 0.639 0.035
H -1.276 -1.823 3.221
H 1.774 3.537 4.759
H 2.365 2.653 -1.745
H 1.943 2.001 2.885
H -3.510 -2.646 3.670
H 1.304 4.897 -2.366
H 2.365 -2.768 -2.023
H -2.654 -3.749 0.245
H 1.173 -3.589 0.701
H 1.966 -1.244 -4.087
H -1.396 2.140 0.797
H -2.733 -0.309 -2.793
H 0.883 5.128 -0.644
H -1.116 -5.329 -2.017
H -0.943 3.867 0.748
H -0.910 -2.353 -4.205
H 0.599 3.428 -3.867
H -2.827 4.728 -1.611
H 4.679 -1.705 4.443
H -2.266 -2.471 -1.826
H 1.913 -2.012 0.329
H -2.266 2.338 -1.579
H -1.116 5.200 -1.476
H -2.654 3.397 0.612
H -2.827 -4.845 -2.102
H 0.482 -1.155 4.031
H 1.966 1.348 -3.954
*
```

The total energy is -154487.7647 eV. For the gap between HOMO and LUMO (spin up / spin down), the calculation gives 7.61 / 7.27 eV. For the LUMO energy (spin up / spin down), the calculation gives -2.3 / -3.7 eV. For the largest force on an atom, the calculation gives 0.1359 Eh/bohr.

Results of the Löwdin charge analysis, in e, for atoms 1 through 4:
1. As 1.374
2. Fe 0.154
3. P 0.994
4. P 1.006